a:
This record from the OMol25 dataset describes one molecule with the formula C3H5N3. The level of theory is the ωB97M-V functional and the def2-TZVPD basis.

Structure (XYZ):
```
11
Properties=species:S:1:pos:R:3:nbo_charge:R:1
N -3.0203 0.2416 0.0960 -0.364
C -2.1329 -0.3638 -0.0122 0.249
C -0.8913 -0.7860 -0.1605 -0.559
C 0.2673 0.0297 -0.2388 0.479
N 1.6364 -0.5443 0.0583 -0.880
N 0.2835 1.2670 -0.0272 -0.753
H -0.8376 -1.7713 -0.0264 0.228
H 1.5841 -1.5854 -0.1666 0.383
H 2.3170 -0.3244 0.7454 0.403
H -0.4753 1.8650 -0.1375 0.409
H 1.2691 1.9719 -0.1306 0.406
```

Values from the calculation:
Multiplicity = 1
Highest occupied orbital energy = -8.059 eV
Structure (SMILES) = N#CC=C(N)N

=====

b:
This record from the OMol25 dataset describes C3H5N3 as an isolated structure. The level of theory is the ωB97M-V functional and the def2-TZVPD basis.

Structure (XYZ):
```
11
Properties=species:S:1:pos:R:3:nbo_charge:R:1
C 1.2964 1.2062 0.2935 -0.522
C -0.0093 0.2087 0.1035 0.272
N -0.5215 1.2343 0.5603 -0.179
N -2.2105 -1.0572 -0.1907 -0.440
N -1.1976 -1.7147 -0.5353 -0.121
C 0.0152 -1.0612 -0.3925 -0.346
H 1.9324 0.5405 0.8800 0.252
H 1.6291 1.3603 -0.7318 0.245
H 1.2342 2.1636 0.8106 0.297
H -3.0179 -1.6702 -0.3508 0.319
H 0.9279 -1.5638 -0.6749 0.223
```

Values from the calculation:
Multiplicity = 1
Highest occupied orbital energy = -8.240 eV

=====

Most stable of them? a.

=====

a:
This record from the OMol25 dataset describes one molecule with the formula C6H8ClN. The level of theory is the ωB97M-V functional and the def2-TZVPD basis.

Structure (XYZ):
```
16
Properties=species:S:1:pos:R:3:nbo_charge:R:1
Cl -4.3035 -0.1444 0.0325 -0.048
C -2.6066 0.5050 0.0205 -0.153
C -1.5863 -0.4491 -0.0314 -0.261
C -0.2736 -0.1015 -0.0467 -0.071
C 0.4035 1.0490 -0.1422 -0.181
C 1.8015 0.8844 0.0997 -0.257
N 2.0807 -0.6265 0.0286 -0.625
C 0.7921 -1.2766 0.2188 -0.218
H -2.4616 1.6588 0.3168 0.235
H -1.6984 -1.4063 -0.4843 0.226
H -0.0049 2.0809 -0.0674 0.213
H 1.7667 1.3578 1.1751 0.205
H 2.3601 1.2433 -0.7057 0.213
H 2.4735 -0.9882 -0.7279 0.360
H 0.5872 -1.9484 -0.7921 0.167
H 0.6695 -1.8381 1.1059 0.195
```

Values from the calculation:
Multiplicity = 1
Highest occupied orbital energy = -8.273 eV
Structure (SMILES) = Cl/C=C/C1=CCNC1

=====

b:
This record from the OMol25 dataset describes one molecule with the formula C6H8ClN. The level of theory is the ωB97M-V functional and the def2-TZVPD basis.

Structure (XYZ):
```
16
Properties=species:S:1:pos:R:3:nbo_charge:R:1
N 0.5862 1.5312 1.0914 -0.852
C 0.3705 0.3521 0.1573 0.095
C 0.7626 -0.9498 0.7113 -0.456
C -0.3429 -1.9028 0.3403 -0.221
C -1.0995 -1.1898 -0.4690 -0.174
C -0.8952 0.2841 -0.5994 -0.310
C 0.4310 0.7794 -1.2346 -0.204
Cl 0.3863 2.3888 -1.8610 -0.007
H -0.1293 1.4424 1.9066 0.364
H 0.4788 2.4641 0.4957 0.382
H 1.1079 -0.6541 1.8171 0.243
H 1.8275 -1.1829 0.2349 0.231
H -0.7127 -2.9441 0.8586 0.251
H -1.9785 -1.6569 -1.1451 0.207
H -1.6669 1.0061 -0.3746 0.240
H 0.8742 0.2322 -1.9294 0.211
```

Values from the calculation:
Multiplicity = 1
Highest occupied orbital energy = -8.847 eV
Structure (SMILES) = N[C@@]12CC=C[C@@H]1[C@H]2Cl

=====

Most stable of them? b.

=====

a:
This record from the OMol25 dataset describes one molecule with the formula C3H6O2S. The level of theory is the ωB97M-V functional and the def2-TZVPD basis.

Structure (XYZ):
```
12
Properties=species:S:1:pos:R:3:nbo_charge:R:1
C 2.1172 -0.1791 -0.0151 -0.751
S 0.6661 0.8845 -0.0105 0.148
C -0.6227 -0.4228 -0.0199 -0.638
C -2.0247 0.1653 -0.0251 0.782
O -3.0241 -0.5411 0.0013 -0.560
O -2.0951 1.5125 -0.0132 -0.648
H 2.1208 -0.8844 -0.9147 0.226
H 3.0161 0.4650 0.0028 0.244
H 2.1186 -0.8163 0.9470 0.223
H -0.4861 -1.0665 -0.8831 0.247
H -0.5158 -1.0021 0.9122 0.248
H -1.2705 1.8849 0.0184 0.479
```

Values from the calculation:
Multiplicity = 1
Highest occupied orbital energy = -9.423 eV
Structure (SMILES) = CSCC(=O)O

=====

b:
This record from the OMol25 dataset describes one molecule with the formula C3H6O2S. The level of theory is the ωB97M-V functional and the def2-TZVPD basis.

Structure (XYZ):
```
12
Properties=species:S:1:pos:R:3:nbo_charge:R:1
O -3.0904 0.0702 -0.6353 -0.693
C -2.1223 -0.1406 0.4768 -0.115
C -0.7825 -0.5398 -0.0155 -0.063
O 0.0878 0.6204 0.2202 -0.502
C 1.3386 0.8212 0.0424 0.135
S 2.5698 -0.3573 -0.1206 -0.211
H -3.9102 0.1092 -0.1509 0.473
H -2.2294 -1.0520 1.3048 0.164
H -2.0778 0.5474 1.3575 0.209
H -0.4643 -1.1871 0.8579 0.204
H -0.7504 -0.8566 -0.9154 0.204
H 1.7334 1.7862 -0.2253 0.195
```

Values from the calculation:
Multiplicity = 1
Highest occupied orbital energy = -8.576 eV
Structure (SMILES) = OCCOC=S

=====

c:
This record from the OMol25 dataset describes one molecule with the formula C3H6O2S. The level of theory is the ωB97M-V functional and the def2-TZVPD basis.

Structure (XYZ):
```
12
Properties=species:S:1:pos:R:3:nbo_charge:R:1
O -1.7842 -1.0782 0.1232 -0.592
C -1.3937 0.0456 -0.0335 0.793
O -2.1861 1.0172 -0.5438 -0.684
C -0.0330 0.5209 0.3759 -0.531
C 1.0151 -0.5966 0.2046 -0.505
S 2.6924 0.0625 -0.0607 -0.048
H -3.1071 0.7075 -0.4549 0.496
H 0.2964 1.3972 -0.1708 0.243
H -0.1103 0.7575 1.4411 0.242
H 0.7092 -1.1815 -0.6538 0.232
H 1.0544 -1.2376 1.0702 0.225
H 2.8470 -0.4146 -1.2975 0.129
```

Values from the calculation:
Multiplicity = 1
Highest occupied orbital energy = -9.309 eV
Structure (SMILES) = O=C(O)CCS

=====

Most stable of them? c.

=====

a:
This record from the OMol25 dataset describes one molecule with the formula C6H7OPS. The level of theory is the ωB97M-V functional and the def2-TZVPD basis.

Structure (XYZ):
```
16
Properties=species:S:1:pos:R:3:nbo_charge:R:1
C -4.2527 -0.5440 1.2666 -0.185
C -3.0680 -0.5217 1.3115 -0.060
C -1.6520 -0.4277 1.2692 -0.225
C -0.9631 -0.0141 0.1845 -0.195
C 0.4804 -0.1067 0.2300 -0.634
S 1.4596 1.3982 1.1171 -0.182
P 1.4476 0.9595 -0.9045 1.779
C 2.9401 0.0217 -1.4229 -0.968
O 0.8466 1.8412 -1.8990 -1.039
H -5.3053 -0.7725 1.1128 0.243
H -0.9526 -0.8027 2.0019 0.215
H -1.5632 0.3723 -0.6114 0.237
H 0.9334 -0.9523 0.8296 0.266
H 3.7051 0.7107 -1.6967 0.252
H 3.2028 -0.6041 -0.5147 0.248
H 2.7412 -0.5578 -2.2741 0.248
```

Values from the calculation:
Multiplicity = 1
Highest occupied orbital energy = -9.112 eV
Structure (SMILES) = C#C/C=C/[C@@H]1S[P@]1(C)=O

=====

b:
This record from the OMol25 dataset describes one molecule with the formula C6H7OPS. The level of theory is the ωB97M-V functional and the def2-TZVPD basis.

Structure (XYZ):
```
16
Properties=species:S:1:pos:R:3:nbo_charge:R:1
C -0.0011 2.4505 2.0101 -0.223
C -0.6029 1.7668 1.2390 0.054
C -1.8891 1.3688 -0.7556 -0.338
C -1.0851 0.8966 0.2528 -0.164
C -0.6462 -0.4325 0.3386 -0.763
C 1.6672 -2.1772 -0.4983 -1.041
O 1.6420 0.4355 -1.2195 -0.986
P 0.7153 -0.6757 -0.9247 1.642
S -2.2349 0.4492 -2.1010 0.018
H 0.7406 3.1694 2.3336 0.245
H -2.3554 2.4636 -0.8422 0.245
H -0.1992 -0.8929 1.2788 0.272
H -1.3146 -1.2824 0.1571 0.272
H 1.8217 -2.3157 0.5357 0.243
H 1.0106 -3.0526 -0.8037 0.246
H 2.7310 -2.1713 -1.0008 0.278
```

Values from the calculation:
Multiplicity = 1
Highest occupied orbital energy (spin up / spin down) = -8.356 / -7.925 eV

=====

Most stable of them? a.

=====

a:
This record from the OMol25 dataset describes one molecule with the formula C7H6. The level of theory is the ωB97M-V functional and the def2-TZVPD basis.

Structure (XYZ):
```
13
Properties=species:S:1:pos:R:3:nbo_charge:R:1
C 1.9525 0.4910 0.6804 0.188
C 1.3938 1.5093 1.1127 -0.236
C 0.0619 1.2988 0.6365 0.140
C -0.5036 0.3666 -0.0733 -0.170
C 1.6965 -0.7883 -0.1199 -0.535
C 0.2519 -0.8550 -0.2070 -0.150
C -2.0424 0.3750 -0.4121 -0.606
H 2.1986 -0.4009 -1.0358 0.258
H 2.1577 -1.5836 0.5113 0.261
H -0.1897 -1.6138 0.4449 0.190
H -2.0332 0.3946 -1.4604 0.215
H -2.2989 1.3241 0.0010 0.222
H -2.6451 -0.5179 -0.0785 0.222
```

Values from the calculation:
Multiplicity = 1
Highest occupied orbital energy (spin up / spin down) = -7.805 / -7.884 eV

=====

b:
This record from the OMol25 dataset describes one molecule with the formula C7H6. The level of theory is the ωB97M-V functional and the def2-TZVPD basis.

Structure (XYZ):
```
13
Properties=species:S:1:pos:R:3:nbo_charge:R:1
C -0.8388 -0.1204 -0.5623 -0.336
C -1.0148 1.3276 3.1220 -0.409
C -1.1058 -0.0182 0.8207 0.172
C -0.9085 0.5000 1.9270 -0.164
C 0.2797 -1.1412 -0.5926 -0.390
C 0.7079 0.2644 -0.6953 -0.349
C -0.5428 2.0495 2.1463 0.006
H -1.7057 0.0659 -1.1938 0.262
H -1.2953 0.7230 4.0346 0.287
H 0.6152 -1.5543 0.3391 0.231
H 0.1551 -1.8412 -1.4159 0.227
H 1.1436 0.5942 0.1979 0.229
H 1.0750 0.8134 -1.5906 0.236
```

Values from the calculation:
Multiplicity = 1
Highest occupied orbital energy = -8.506 eV

=====

Most stable of them? b.

=====

a:
This record from the OMol25 dataset describes one molecule with the formula C7H6. The level of theory is the ωB97M-V functional and the def2-TZVPD basis.

Structure (XYZ):
```
13
Properties=species:S:1:pos:R:3:nbo_charge:R:1
C 0.6833 -1.1951 1.0480 0.033
C 1.7034 -0.4585 0.4775 -0.425
C -0.5851 -0.5418 1.2257 -0.500
C -0.0585 1.1941 -1.9970 -0.445
C -1.2824 0.0173 -0.0324 -0.274
C -0.6444 0.6402 -0.9519 0.062
C 2.7170 0.1079 -0.0073 0.095
H 1.0164 -2.1334 1.3188 0.227
H -1.1825 -1.2218 1.9173 0.231
H -0.5195 0.5127 1.7767 0.273
H 0.0274 0.7204 -3.0619 0.238
H 0.5564 2.1936 -1.9064 0.240
H -2.4315 0.1643 0.1929 0.243
```

Values from the calculation:
Multiplicity = 1
Highest occupied orbital energy = -9.356 eV

=====

b:
This record from the OMol25 dataset describes C7H6 as an isolated structure. The level of theory is the ωB97M-V functional and the def2-TZVPD basis.

Structure (XYZ):
```
13
Properties=species:S:1:pos:R:3:nbo_charge:R:1
C -0.3815 -1.2827 -1.3997 -0.260
C -1.4305 0.7461 -0.4307 -0.293
C -1.1072 -0.2590 -1.3462 0.065
C 0.6237 -1.9224 0.2485 0.123
C 0.9077 0.6215 0.4247 -0.463
C -0.4751 1.1428 0.4379 -0.106
C 0.9343 -0.8460 0.9144 -0.501
H -0.0562 -2.0127 -2.0974 0.256
H -2.4363 1.1270 -0.3802 0.232
H 1.2982 0.6194 -0.5963 0.237
H 1.5604 1.2189 1.0591 0.230
H -0.7438 1.8091 1.2436 0.214
H 1.3062 -0.9618 1.9222 0.267
```

Values from the calculation:
Multiplicity = 1
Highest occupied orbital energy (spin up / spin down) = -8.906 / -8.902 eV

=====

Most stable of them? b.

=====

a:
This record from the OMol25 dataset describes one molecule with the formula C7H6. The level of theory is the ωB97M-V functional and the def2-TZVPD basis.

Structure (XYZ):
```
13
Properties=species:S:1:pos:R:3:mulliken_charge:R:1
C -2.0365 -0.8968 -0.2482 -0.123
C -1.9315 0.5824 -0.4574 0.026
C -0.7311 -1.4051 0.0965 -0.651
C -2.1518 0.1061 0.9392 -0.563
C -0.6424 0.7652 0.2612 -0.545
C 0.2169 -0.3754 0.0866 0.876
C 1.6805 -0.4442 0.2349 -1.247
H -2.8731 -1.5112 -0.5242 0.417
H -2.4741 1.2897 -1.0514 0.451
H -0.3434 1.7204 0.6592 0.380
H 1.9647 -0.1411 1.2435 0.296
H 2.1648 0.2406 -0.4620 0.341
H 2.0307 -1.4583 0.0583 0.344
```

Values from the calculation:
Multiplicity = 1
Highest occupied orbital energy (spin up / spin down) = -8.217 / -8.212 eV

=====

b:
This record from the OMol25 dataset describes C7H6 as an isolated structure. The level of theory is the ωB97M-V functional and the def2-TZVPD basis.

Structure (XYZ):
```
13
Properties=species:S:1:pos:R:3:nbo_charge:R:1
C 1.9205 -1.0494 0.0178 -0.140
C 1.8001 0.2103 -0.0134 0.115
C 0.3932 -0.9453 -0.1155 -0.082
C -0.2020 0.4234 0.0466 0.025
C -0.3792 -2.0013 -0.2865 -0.360
C -1.5173 0.8059 0.0593 -0.372
C 1.0661 1.4534 0.1454 -0.509
H -1.4251 -1.8807 -0.1046 0.189
H 0.0194 -2.9914 -0.3574 0.217
H -1.7311 1.8053 -0.0566 0.209
H -2.2303 -0.0458 -0.0646 0.216
H 1.2447 1.8978 1.2197 0.240
H 1.0409 2.3178 -0.4902 0.252
```

Values from the calculation:
Multiplicity = 1
Highest occupied orbital energy = -8.718 eV

=====

Most stable of them? b.